Record 1
12
Properties=species:S:1:pos:R:3 method="wB97M-V/def2-TZVPD" relative_energy_kcal_mol=3.0 molar_mass_g_mol=112.07 max_force_ha_per_bohr=0.0708 charge=0 lumo_ev=-0.44 e_homo_ev=-8.00
C 0.53302 -1.18920 -0.45140
C -0.95879 -1.24822 -0.53965
C 1.32700 -0.20421 0.06771
C 0.94634 1.10895 0.43543
C -1.92821 -0.50742 -0.09313
O -2.78470 -0.00255 0.48292
P -0.06441 2.19394 -0.47476
H 0.83826 -2.19774 -0.65903
H -1.10540 -2.17990 -1.15395
H 2.30283 -0.41070 0.26147
H 1.21420 1.53618 1.40050
H -0.32013 3.10088 0.72388

---

Record 2
20
Properties=species:S:1:pos:R:3 method="wB97M-V/def2-TZVPD" relative_energy_kcal_mol=63.9 molar_mass_g_mol=101.17 max_force_ha_per_bohr=0.0425 charge=+1 lumo_ev=-3.23 e_homo_ev=-13.37
C -2.42818 -0.09154 -0.40848
C -2.45070 -0.13474 -1.74535
C -0.92096 -1.82892 0.12141
N -1.35111 -0.64319 0.37174
H -3.26134 0.24608 0.20068
H -1.60260 -0.54792 -2.36634
H -3.09751 0.51089 -2.26554
H -0.28481 -2.25296 0.90581
H -1.40132 -2.38658 -0.70048
C 3.27315 1.01466 0.40612
C 1.91864 0.47373 -0.02847
N 0.90528 0.81176 1.05454
H 3.96661 0.93024 -0.47273
H 3.22084 2.09555 0.59495
H 3.74145 0.46652 1.24011
H 1.54299 1.04403 -0.85036
H 1.89908 -0.59348 -0.25643
H 1.18355 0.40647 1.98877
H -0.09553 0.44546 0.81558
H 0.95769 1.85657 1.11066

---

Record 3
81
Properties=species:S:1:pos:R:3 method="wB97M-V/def2-TZVPD" molar_mass_g_mol=422.60 multiplicity=2 max_force_ha_per_bohr=0.0566 charge=-1 lumo_ev="1.97 / 1.96" e_homo_ev="0.07 / -7.21"
C 17.20690 -17.19472 -23.47414
O 17.89761 -18.04562 -24.29925
H 17.28551 -16.14300 -23.74946
H 16.13279 -17.37262 -23.52634
H 17.53009 -17.31809 -22.44049
H 18.09840 -18.86265 -23.83692
C 19.89323 -8.13733 -20.76883
O 18.75977 -8.69991 -20.15561
H 19.61110 -7.76900 -21.75515
H 20.24636 -7.33607 -20.11968
H 20.77896 -8.75068 -20.93427
H 18.63230 -9.57660 -20.52544
O 20.34742 -11.36623 -24.03942
H 20.82141 -12.17494 -24.23318
H 19.94755 -11.52156 -23.18372
O 16.47854 -10.20899 -22.54460
H 16.10867 -9.36466 -22.28668
H 16.35050 -10.24763 -23.49241
C 18.18158 -13.81896 -21.76915
C 19.02172 -12.79021 -20.99743
O 19.03599 -11.55724 -21.65406
H 17.85235 -14.68514 -21.19518
H 18.76746 -14.18410 -22.61266
H 17.24917 -13.36696 -22.10741
H 20.02128 -13.08133 -20.67459
H 18.47926 -12.58621 -20.07427
H 18.12428 -11.31318 -21.82964
C 21.53539 -15.35805 -19.83549
C 22.30103 -14.58111 -18.80302
O 23.68233 -15.03645 -18.75532
H 20.48099 -15.10851 -19.71691
H 21.57604 -16.43413 -19.66669
H 21.89405 -15.14803 -20.84314
H 21.80716 -14.78128 -17.85216
H 22.23495 -13.50503 -18.96360
H 24.20609 -14.48241 -18.17196
C 19.60183 -9.95228 -16.54506
C 18.61428 -10.80007 -17.39076
O 17.61848 -11.33027 -16.58543
H 19.16476 -9.04424 -16.12967
H 20.44919 -9.53402 -17.08833
H 20.07820 -10.50441 -15.73493
H 19.20335 -11.60920 -17.82250
H 18.14544 -10.21751 -18.18380
H 17.12918 -11.92305 -17.16058
C 17.29791 -14.66601 -17.52128
C 16.14512 -14.11351 -18.32615
O 16.32069 -12.75077 -18.54896
H 17.48040 -14.15329 -16.57687
H 18.29093 -14.62848 -17.96917
H 17.14760 -15.73782 -17.39199
H 15.18048 -14.18755 -17.82405
H 16.06364 -14.61293 -19.29157
H 15.81083 -12.47466 -19.31408
C 18.90093 -17.48051 -19.50364
C 19.08411 -18.89157 -18.81083
O 18.18017 -18.92339 -17.72132
H 19.43677 -17.45252 -20.45243
H 19.27690 -16.68569 -18.85943
H 17.86832 -17.29925 -19.80191
H 20.11717 -18.88828 -18.46317
H 18.92149 -19.72031 -19.49993
H 18.44976 -18.34313 -17.00562
C 21.38775 -16.66211 -23.46641
C 20.74239 -16.32649 -24.76980
O 21.77643 -16.08187 -25.65765
H 21.79411 -17.67337 -23.44859
H 20.63668 -16.49677 -22.69397
H 22.23532 -16.03674 -23.18599
H 20.00127 -15.53212 -24.68142
H 20.17659 -17.20056 -25.09227
H 21.44833 -16.07261 -26.55980
C 13.91388 -14.15978 -22.06832
C 14.04640 -12.64172 -21.96495
O 15.27959 -12.33363 -21.28245
H 12.95877 -14.38007 -22.54511
H 14.05563 -14.63953 -21.09989
H 14.65621 -14.65380 -22.69521
H 13.18319 -12.25312 -21.42460
H 14.04293 -12.29750 -22.99916
H 15.73506 -11.61258 -21.72317

---

Record 4
19
Properties=species:S:1:pos:R:3 method="wB97M-V/def2-TZVPD" relative_energy_kcal_mol=140.6 smiles=CC1(C)N[C@H]2C[C@@]21O molar_mass_g_mol=113.16 max_force_ha_per_bohr=0.1145 charge=0 lumo_ev=0.92 e_homo_ev=-7.07
C 1.07072 -1.76799 0.22477
C -0.00651 0.96334 1.47349
C -1.60364 1.07004 -0.48008
C -0.08279 -0.99732 -0.17959
C -0.30859 0.46880 0.05756
C 1.28337 -0.71038 -0.85452
O -1.03814 -1.67446 -1.02300
N 0.81211 0.69873 -0.85895
H -0.98957 -1.31064 -1.92463
H 1.52078 1.33745 -0.50051
H 1.48182 -1.60095 1.21381
H 1.13112 -2.80825 -0.07981
H 2.36163 -0.64704 -0.75460
H -0.76608 0.60550 2.17690
H 0.96923 0.62412 1.83861
H -1.77861 0.81771 -1.53198
H -1.59150 2.16362 -0.40704
H -2.46326 0.70888 0.09591
H -0.00211 2.05886 1.51364

---

Record 5
28
Properties=species:S:1:pos:R:3 method="wB97M-V/def2-TZVPD" relative_energy_kcal_mol=134.1 molar_mass_g_mol=151.25 max_force_ha_per_bohr=0.1066 charge=0 lumo_ev=0.79 e_homo_ev=-9.77
C -2.10470 0.03232 0.06551
C -0.78188 -0.42333 -0.51425
C -2.17234 -0.31193 1.56989
C -3.19144 -0.90800 -0.61865
C -2.41946 1.52292 -0.39679
C 3.10943 -1.35137 -0.16188
C 4.31536 -0.72453 0.04925
C 4.31486 0.67893 0.19841
C 3.11199 1.33872 0.06191
C 1.94363 0.62067 -0.19749
H 0.12664 -0.13983 0.22985
H -0.79181 -1.52800 -0.68244
H -0.88261 0.05196 -1.45744
H -3.17288 0.03572 1.94167
H -2.13935 -1.39880 1.65739
H -1.36994 -0.14875 2.40201
H -4.16666 -0.84933 -0.26468
H -2.66327 -2.04344 -0.51871
H -3.07107 -0.47204 -1.70532
H -3.02827 1.36397 -1.48985
H -3.08729 2.02273 0.61233
H -1.27535 2.31810 -0.60666
H 3.01444 -2.44211 -0.15812
H 5.23346 -1.32065 0.11110
H 5.23432 1.22842 0.38408
H 3.01864 2.43156 0.10984
H 0.98390 1.14112 -0.33926
N 1.91163 -0.72501 -0.28168

---

Record 6
21
Properties=species:S:1:pos:R:3 method="wB97M-V/def2-TZVPD" relative_energy_kcal_mol=39.8 smiles="C=CC(C)C.C=C" molar_mass_g_mol=98.19 max_force_ha_per_bohr=0.0039 charge=0 lumo_ev=1.18 e_homo_ev=-9.57
C 1.68285 -0.27859 0.21376
C 0.67971 0.81226 -0.17274
C 1.41908 2.12483 -0.45622
C -0.11360 0.44620 -1.39903
C -1.44045 0.40190 -1.47537
C -1.91717 -1.95625 0.88568
C -1.19724 -1.77961 1.98775
H 2.42125 -0.42503 -0.58422
H 2.22824 0.00128 1.12351
H 1.19038 -1.23974 0.39261
H -0.02166 0.96179 0.66017
H 1.98932 2.46159 0.41662
H 2.12621 1.98050 -1.28357
H 0.72017 2.91568 -0.74664
H -1.95232 0.20377 -2.41365
H 0.48022 0.26671 -2.29883
H -2.06432 0.55928 -0.59703
H -3.00154 -2.03547 0.92070
H -1.45830 -2.01213 -0.09847
H -0.11351 -1.69859 1.95517
H -1.65733 -1.71040 2.96982

---

Number 1: energy -609.98825 Ha. Number 2: energy -307.51978 Ha. Number 3: energy -1469.49342 Ha. Number 4: energy -365.00747 Ha. Number 5: energy -445.81356 Ha. Number 6: energy -275.05278 Ha.